(1)
The following is a DFT calculation (ωB97M-V/def2-TZVPD) of a cluster of 2 separate species, CH7NS2 in total.

Values from the calculation:
SMILES ... CN.SS
DFT total energy ... -24310.4216 eV
Charge ... 0
HOMO-LUMO gap ... 8.88 eV

Geometry (Å):
C (1.02828, -0.96198, 0.44244)
N (0.31261, -1.38301, -0.73150)
H (0.60581, -0.07760, 0.94870)
H (2.05712, -0.73949, 0.18151)
H (1.04219, -1.77507, 1.16047)
H (-0.62185, -1.71962, -0.57958)
H (0.35305, -0.77144, -1.52991)
S (-0.67890, 2.81489, -0.56240)
S (-2.36567, 1.61253, -0.24440)
H (0.22159, 2.05793, 0.08037)
H (-1.95423, 0.94286, 0.83431)

(2)
The following is a DFT calculation (ωB97M-V/def2-TZVPD) of a cluster of 2 separate species, C5H12O2 in total at a distorted geometry.

Values from the calculation:
DFT total energy ... -9470.3954 eV
Charge ... 0
HOMO-LUMO gap (alpha / beta) ... 8.18 / 7.80 eV

Geometry (Å):
C (-0.52671, -2.11850, 1.01782)
O (-0.38022, -0.80460, 0.98944)
C (0.26106, -0.11525, 0.11143)
C (-1.43034, -0.98879, -1.70555)
C (0.11816, 1.36293, 0.11524)
C (1.43873, 2.00723, 0.52993)
O (1.78193, 1.67244, 1.85463)
H (0.21243, -2.71970, 0.49593)
H (-1.37582, -1.56569, -0.74020)
H (-1.03710, -2.47534, 1.89854)
H (0.92141, -0.63635, -0.57899)
H (-2.43011, -1.21503, -2.05347)
H (-0.68345, -1.37874, -2.40225)
H (-1.34493, 0.10294, -1.70308)
H (-0.67581, 1.63441, 0.81842)
H (-0.17733, 1.74121, -0.87807)
H (2.22280, 1.69248, -0.17998)
H (1.36797, 3.09643, 0.48726)
H (1.73732, 0.70791, 1.92296)